[1]
A 2-piece molecular cluster, C2H4NO3PS overall. Source: OMol25; level of theory: ωB97M-V with the def2-TZVPD basis set.

XYZ file:
```
12
Properties=species:S:1:pos:R:3:nbo_charge:R:1
C -0.2733 0.4724 -0.4548 0.31
C 0.6561 -1.2354 1.1438 -0.44
N 0.2358 -0.3661 0.1536 -0.37
O 1.7081 1.0711 -1.8375 -1.18
O -0.2217 -0.2167 -2.9373 -1.19
O -0.4352 2.3265 -2.5756 -1.18
P 0.2465 1.0500 -2.2576 2.36
S -1.4361 1.0039 2.3207 -1.04
H 0.4824 -2.1290 0.6870 0.20
H 1.6894 -1.1966 1.2743 0.20
H 0.0731 -1.1642 2.0810 0.26
H -2.7251 0.3843 2.4024 0.08
```

Output
Charge: -2
E_HOMO in eV: -0.4
ΔE to the lowest compared entry with this formula, charge and spin in eV: 3.3763

=====

[2]
A 3-piece molecular cluster, C5H14O2 overall. Source: OMol25; level of theory: ωB97M-V with the def2-TZVPD basis set.

XYZ file:
```
21
Properties=species:S:1:pos:R:3:nbo_charge:R:1
C -0.8914 -0.4342 2.3933 -0.76
C 0.0602 0.7880 1.9351 -0.44
C 0.4296 0.7548 0.5268 -0.29
C 1.4194 -0.1202 0.0636 -0.25
C 1.4173 -0.4408 -1.3793 -0.66
H -0.3767 -1.4119 2.4222 0.20
H -1.7284 -0.4670 1.7647 0.17
H -1.3282 -0.1447 3.3947 0.17
H 0.9452 0.6449 2.6753 0.17
H -0.3964 1.7055 2.1684 0.19
H 0.0048 1.3253 -0.2924 0.21
H 2.0700 -0.4748 0.8306 0.17
H 2.2639 -0.5445 -2.0364 0.19
H 0.9753 0.4076 -1.8351 0.17
H 0.6809 -1.2476 -1.4860 0.25
H -1.3677 -1.9112 -2.3496 0.45
H -1.5456 -2.3410 -0.8404 0.38
O -1.0712 -2.5606 -1.7165 -1.10
H 0.2009 1.8716 -2.1325 0.44
H -1.0235 2.7175 -2.0743 0.43
O -0.7383 1.8833 -2.0323 -1.10
```

Output
Multiplicity: 2
Charge: -1
E_HOMO (alpha / beta) in eV: 1.4 / -4.5
ΔE to the lowest compared entry with this formula, charge and spin in eV: 2.4407
⟨S²⟩: 0.7529

=====

[3]
C56H26AsF27GeNO2S2Ta as an isolated structure. Source: OMol25; level of theory: ωB97M-V with the def2-TZVPD basis set.

XYZ file:
```
117
Properties=species:S:1:pos:R:3:lowdin_charge:R:1
Ta -0.0129 -0.2510 0.3225 1.29
C -3.2953 0.8611 6.2140 -0.04
C -2.6085 1.0537 4.8986 -0.25
C -1.5736 1.9617 4.7506 -0.01
C -0.9635 2.1478 3.5268 -0.02
C -1.3534 1.4190 2.4020 -0.25
N -0.6995 1.5473 1.1599 -0.11
C -0.5424 2.8185 0.6227 -0.23
C -1.0980 3.9597 1.2307 -0.01
C -0.8243 5.2425 0.8084 -0.02
C -0.0121 5.4768 -0.2942 -0.26
C 0.3889 6.8372 -0.7685 -0.04
C 0.3945 4.3690 -1.0166 0.00
C 0.1557 3.0675 -0.5922 -0.09
C 0.3462 1.9897 -1.6461 -0.30
O 0.1419 0.7513 -1.1569 -0.38
C 1.7486 1.9404 -2.3353 -0.52
F 1.6977 1.8579 -3.6608 0.19
F 2.3860 0.8365 -1.8903 0.09
F 2.5609 2.9628 -2.0515 0.16
C -0.7529 2.2300 -2.7224 -0.56
F -0.8772 1.1809 -3.5285 0.19
F -1.9295 2.4003 -2.1122 0.18
F -0.5568 3.3056 -3.4904 0.18
C -2.3887 0.4761 2.5502 -0.06
C -2.9931 0.3089 3.7892 0.03
C -2.6992 -0.4313 1.3558 -0.29
O -1.5771 -1.1138 0.9837 -0.35
C -3.1877 0.3605 0.1001 -0.51
F -3.0723 1.6836 0.2193 0.17
F -2.4071 0.0056 -0.9572 0.11
F -4.4435 0.1226 -0.2503 0.19
C -3.8174 -1.4480 1.6774 -0.56
F -4.1425 -2.1885 0.6224 0.18
F -3.4360 -2.2998 2.6349 0.17
F -4.9508 -0.8681 2.0915 0.17
H -2.8638 1.5193 6.9635 0.07
H -3.2083 -0.1714 6.5516 0.09
H -4.3550 1.0942 6.1213 0.09
H -1.2265 2.5291 5.6006 0.11
H -0.1713 2.8722 3.4412 0.09
H -1.7794 3.8260 2.0543 0.12
H -1.2631 6.0714 1.3427 0.12
H -0.0143 7.6194 -0.1318 0.08
H 0.0426 6.9930 -1.7897 0.09
H 1.4768 6.9154 -0.7798 0.08
H 0.9030 4.5337 -1.9527 0.13
H -3.7757 -0.4145 3.9407 0.12
S 0.6341 -1.4546 2.3567 0.71
C 2.3728 -1.3967 2.6726 -0.67
C 2.9190 -2.3325 3.5485 -0.12
C 4.2578 -2.2812 3.8776 -0.07
C 5.0563 -1.2637 3.3788 -0.07
C 4.5144 -0.3198 2.5241 -0.10
C 3.1796 -0.3969 2.1227 -0.42
As 2.2663 1.0222 1.1213 1.38
C 2.2224 2.1960 2.7532 -0.29
C 1.9233 3.5568 2.6443 -0.15
C 1.9305 4.3831 3.7586 -0.08
C 2.2366 3.8665 5.0073 -0.08
C 2.4798 2.5111 5.1402 -0.07
C 2.4634 1.6826 4.0295 -0.08
C 3.9524 1.8531 0.3553 -0.33
C 4.9042 1.0140 -0.2274 -0.13
C 6.0471 1.5380 -0.8076 -0.07
C 6.2440 2.9086 -0.8454 -0.08
C 5.3021 3.7509 -0.2832 -0.08
C 4.1668 3.2290 0.3169 -0.10
H 2.2723 -3.0796 3.9777 0.10
H 4.6748 -3.0180 4.5465 0.11
H 6.0903 -1.1898 3.6784 0.11
H 5.1169 0.5177 2.1895 0.10
H 1.6288 3.9691 1.6884 0.08
H 1.6815 5.4288 3.6539 0.11
H 2.2683 4.5138 5.8710 0.10
H 2.6764 2.0877 6.1161 0.11
H 2.6334 0.6251 4.1731 0.10
H 4.7479 -0.0599 -0.2140 0.11
H 6.7795 0.8739 -1.2420 0.11
H 7.1240 3.3201 -1.3153 0.10
H 5.4460 4.8185 -0.3198 0.10
H 3.4439 3.9063 0.7465 0.08
F -1.4203 -3.0310 -2.8930 0.07
C -1.5616 -4.3384 -2.6661 -0.22
C -0.8295 -4.9050 -1.6408 -0.13
C -1.0413 -6.2401 -1.3630 -0.24
F -0.3715 -6.7726 -0.3219 0.09
C -1.8973 -7.0330 -2.1125 -0.13
F -2.0520 -8.3282 -1.8373 0.13
C -2.5973 -6.4480 -3.1655 -0.12
F -3.4194 -7.1852 -3.9098 0.13
C -2.4432 -5.0922 -3.4363 -0.13
F -3.1347 -4.5360 -4.4305 0.13
Ge 0.4415 -3.8872 -0.4607 0.77
S 0.9149 -1.9158 -1.1779 0.38
C -0.3922 -4.4355 1.2876 -0.14
C 0.2217 -5.0793 2.3433 -0.23
F 1.5569 -5.1389 2.3761 0.10
C -0.5254 -5.6908 3.3458 -0.13
F 0.0743 -6.3127 4.3633 0.12
C -1.9159 -5.6935 3.2667 -0.12
F -2.6345 -6.3201 4.1957 0.14
C -2.5555 -5.0563 2.2066 -0.14
F -3.8825 -5.0967 2.1022 0.13
C -1.7730 -4.4185 1.2578 -0.24
F -2.3361 -3.7863 0.2140 0.07
C 2.1770 -4.9000 -0.6242 -0.12
C 2.4459 -6.0173 -1.3897 -0.20
F 1.4966 -6.5286 -2.1821 0.10
C 3.6960 -6.6311 -1.3842 -0.13
F 3.9184 -7.7215 -2.1207 0.12
C 4.7208 -6.0954 -0.6093 -0.12
F 5.9181 -6.6791 -0.5929 0.13
C 4.4986 -4.9292 0.1206 -0.13
F 5.4916 -4.3756 0.8211 0.12
C 3.2347 -4.3599 0.0869 -0.24
F 2.9875 -3.2182 0.7466 0.04
```

Output
Charge: 0
E_HOMO in eV: -8.2
ΔE to the lowest compared entry with this formula, charge and spin in eV: 1.4366

=====

[4]
One molecule with the formula C3H8N2O2. Source: OMol25; level of theory: ωB97M-V with the def2-TZVPD basis set.

XYZ file:
```
15
Properties=species:S:1:pos:R:3:nbo_charge:R:1
C 0.2084 -0.1740 -0.5390 -0.22
C -0.7831 -0.3530 -1.7353 -0.07
O 0.0017 -1.0223 -2.7900 -0.72
N -0.3009 0.5023 0.5997 -0.69
C 0.2196 0.9877 1.8462 0.79
N 1.1705 0.2564 2.4131 -0.83
O -0.3630 1.8473 2.4583 -0.64
H 1.1764 0.2510 -0.9504 0.20
H 0.4380 -1.2185 -0.2521 0.17
H -0.9871 0.6709 -2.0957 0.18
H -1.6159 -0.9367 -1.3871 0.18
H -0.6272 -1.4747 -3.3396 0.47
H -1.2788 0.8663 0.5151 0.40
H 1.4857 -0.6002 1.8776 0.40
H 1.2556 0.3977 3.3792 0.41
```

Output
Charge: 0
E_HOMO in eV: -9.3
ΔE to the lowest compared entry with this formula, charge and spin in eV: 1.3500
SMILES: NC(=O)NCCO

=====

[5]
A 2-piece molecular cluster, C2H7NO3P overall. Source: OMol25; level of theory: ωB97M-V with the def2-TZVPD basis set.

XYZ file:
```
14
Properties=species:S:1:pos:R:3:nbo_charge:R:1
C -0.6588 -1.4107 -0.4370 -0.64
C -1.5456 -0.2438 -0.7805 -0.32
N 1.4962 1.7377 0.7663 -1.09
O -3.4500 -0.4470 1.2265 -1.16
O -4.0660 1.0317 -0.7538 -1.14
O -1.4803 0.8658 0.1360 -0.84
P -3.0735 0.2417 -0.0137 2.31
H -1.0984 -2.2529 -0.9264 0.21
H 0.3774 -1.2439 -0.7620 0.18
H -0.7812 -1.5243 0.5854 0.23
H -1.3262 0.2761 -1.7526 0.17
H 1.1564 2.0879 1.5910 0.35
H 1.1778 0.7483 0.8083 0.37
H 1.0539 2.2495 -0.0392 0.37
```

Output
Charge: -1
E_HOMO in eV: -4.7
ΔE to the lowest compared entry with this formula, charge and spin in eV: 1.2108